#w
DFT (ωB97M-V/def2-TZVPD) results for a gas-phase ion, C4H5O (charge +1).

Summary:
Orbital gap: 10.385 eV

ORCA input file:
```
! wB97M-V def2-TZVPD RIJCOSX def2/J DEFGRID3
* xyz 1 1
C 0.1157 -1.0183 -0.4981
C -0.5692 0.1539 -0.7305
C 0.6601 -0.8384 0.7944
C -0.1994 1.1125 0.2484
O 0.5296 0.3504 1.2445
H 0.1552 -1.8010 -1.1733
H -1.3111 0.3789 -1.4554
H 1.1775 -1.7230 1.1539
H 0.4871 1.6820 -0.3036
H -1.0456 1.7031 0.7196
*
```

natural (NBO) population analysis, charges in e, atoms 1 to 6: number 1, C, carries -0.32; number 2, C, carries 0.03; number 3, C, carries 0.40; number 4, C, carries -0.17; number 5, O, carries -0.32; number 6, H, carries 0.27

***

#x
DFT (ωB97M-V/def2-TZVPD) results for a gas-phase ion, C4H5O (charge +1).

Summary:
Orbital gap (spin up / spin down): 7.218 / 7.207 eV

ORCA input file:
```
! wB97M-V def2-TZVPD RIJCOSX def2/J DEFGRID3
* xyz 1 1
C -0.3271 1.1613 0.6859
C 0.3860 0.7578 -0.4359
C 1.4434 0.3695 -1.0760
H 0.1869 1.1707 1.6553
H -1.1373 1.8841 0.5182
H 1.6731 0.6736 -2.1009
H 2.1016 -0.3368 -0.5440
C -1.1024 -0.3781 0.5676
O -0.4954 -1.2837 1.2156
H -1.0608 -2.0620 1.3577
*
```

natural (NBO) population analysis, charges in e, atoms 1 to 6: number 1, C, carries -0.62; number 2, C, carries 0.44; number 3, C, carries -0.45; number 4, H, carries 0.29; number 5, H, carries 0.34; number 6, H, carries 0.33

***

Which is the most stable structure? #w is the most stable.

***

#w
DFT (ωB97M-V/def2-TZVPD) results for 5 unconnected molecules or ions with the total composition C12H22FNO9.

Summary:
Orbital gap: 8.647 eV

ORCA input file:
```
! wB97M-V def2-TZVPD RIJCOSX def2/J DEFGRID3
* xyz 0 1
N -17.7724 -38.1105 12.8309
H -17.6484 -38.7128 13.6769
H -18.5394 -38.0342 12.3960
H -17.0299 -38.5556 12.1856
H -17.5011 -37.1647 13.1342
F -16.8586 -40.8346 13.3376
C -18.9581 -42.8891 16.2246
C -18.0083 -43.1865 15.2094
C -16.5596 -43.0511 15.7154
O -16.1254 -44.3897 15.6621
C -16.9986 -45.2171 15.1277
O -16.7708 -46.4722 15.0884
O -17.9990 -44.5336 14.7094
H -19.3444 -41.7645 16.3356
H -18.6236 -43.2492 17.2462
H -19.8039 -43.4396 16.2362
H -18.2337 -42.5389 14.3181
H -16.3407 -42.6267 16.7823
H -15.8061 -42.5073 15.0162
C -13.7586 -39.7255 13.2304
C -13.3539 -39.7023 11.7858
C -14.4287 -39.8536 10.6014
O -13.8443 -39.0628 9.7008
C -12.9629 -38.2876 10.1340
O -12.3600 -37.2615 9.4257
O -12.7578 -38.5333 11.4110
H -12.8273 -39.7279 13.8520
H -14.2331 -40.6850 13.4032
H -14.7090 -39.1287 13.5076
H -12.4961 -40.4357 11.5360
H -15.3388 -39.5778 10.9483
H -14.6091 -41.0025 10.2616
C -16.5195 -46.4307 11.7825
C -16.8522 -45.1991 10.9305
C -16.6258 -43.9464 11.7444
O -15.4422 -43.3081 11.1394
C -15.0839 -43.8636 10.0397
O -14.3984 -43.4059 9.1936
O -15.9329 -44.9861 9.8483
H -17.2236 -46.3714 12.5053
H -15.6123 -46.4404 12.3878
H -16.4294 -47.3597 11.1499
H -17.8366 -45.1900 10.6136
H -16.1699 -44.0357 12.8454
H -17.4752 -43.3498 11.9796
*
```

natural (NBO) population analysis, charges in e, atoms 1 to 6: number 1, N, carries -0.85; number 2, H, carries 0.50; number 3, H, carries 0.41; number 4, H, carries 0.48; number 5, H, carries 0.43; number 6, F, carries -0.97

***

#x
DFT (ωB97M-V/def2-TZVPD) results for 5 unconnected molecules or ions with the total composition C12H22FNO9.

Summary:
Orbital gap: 8.763 eV

ORCA input file:
```
! wB97M-V def2-TZVPD RIJCOSX def2/J DEFGRID3
* xyz 0 1
N -2.7482 1.3915 -1.6232
H -2.4367 1.7037 -2.5120
H -3.7395 1.3060 -1.5540
H -2.4827 2.1295 -0.9678
H -2.3785 0.4785 -1.6312
F -0.5325 0.7010 0.1016
C 3.3038 2.9991 -2.1818
C 2.0943 2.3742 -2.9762
C 1.3250 1.1701 -2.5313
O 0.0267 1.4675 -3.0241
C -0.0834 2.7696 -3.4659
O -0.9944 3.3654 -3.8778
O 1.1222 3.3308 -3.3331
H 3.5804 3.9124 -2.6365
H 4.1349 2.3057 -2.2277
H 3.0992 3.2199 -1.0885
H 2.7236 2.1211 -3.8144
H 1.0361 1.0413 -1.4536
H 1.7858 0.1835 -3.0020
C -0.5815 0.6425 4.2968
C -1.7291 0.3178 3.3362
C -1.7470 -1.1398 2.8628
O -2.7604 -1.6401 3.5489
C -3.4327 -0.6946 4.1738
O -4.5062 -0.9367 4.7377
O -2.9337 0.5205 4.0386
H 0.3511 0.3782 3.7269
H -0.5779 0.2928 5.2005
H -0.5841 1.7652 4.5451
H -1.7756 1.0395 2.4207
H -0.9173 -1.5165 2.9077
H -2.0335 -1.1593 1.7298
C -0.5580 -3.0231 -0.4145
C 0.8901 -2.6533 -0.7832
C 1.6697 -1.7979 0.3504
O 2.7506 -2.6516 0.5595
C 2.7722 -3.6935 -0.2953
O 3.6962 -4.5372 -0.1955
O 1.7194 -3.7765 -1.0731
H -0.9965 -3.8740 -1.1817
H -1.1046 -2.1333 -0.4633
H -0.4190 -3.5083 0.5465
H 0.8267 -1.9806 -1.8226
H 1.1921 -1.5237 1.2856
H 1.9530 -0.6873 -0.2387
*
```

natural (NBO) population analysis, charges in e, atoms 1 to 6: number 1, N, carries -0.83; number 2, H, carries 0.45; number 3, H, carries 0.42; number 4, H, carries 0.48; number 5, H, carries 0.47; number 6, F, carries -0.97

***

Which is the most stable structure? #x is the most stable.

***

#w
DFT (ωB97M-V/def2-TZVPD) results for a molecular structure, C43H35Cl3N6O3V.

Summary:
Expectation value of S²: 3.828
Orbital gap (spin up / spin down): 5.114 / 6.932 eV

ORCA input file:
```
! wB97M-V def2-TZVPD RIJCOSX def2/J DEFGRID3
* xyz 0 4
V 0.1737 -0.0203 0.2852
C 3.8754 -2.1314 -0.6090
C 2.7748 -1.2829 -0.0643
N 1.5645 -1.3177 -0.4828
N 1.1522 -2.1406 -1.4847
C -0.1644 -2.0252 -1.6059
O -0.9186 -1.2957 -0.8773
C -0.8124 -2.7997 -2.6950
C -2.1730 -3.0772 -2.6082
C -2.8098 -3.7511 -3.6378
C -2.0933 -4.1356 -4.7641
C -0.7360 -3.8570 -4.8522
C -0.0929 -3.1968 -3.8166
C 3.0017 -0.3270 1.0433
C 4.2197 -0.2445 1.7029
C 4.3610 0.6521 2.7509
C 3.2788 1.4216 3.1343
C 2.0851 1.2679 2.4464
N 1.9535 0.4348 1.4231
H 3.4571 -2.8453 -1.3131
H 4.6157 -1.5173 -1.1277
H 4.3867 -2.6728 0.1882
H -2.7128 -2.7605 -1.7253
H -3.8660 -3.9777 -3.5644
H -2.5927 -4.6551 -5.5723
H -0.1779 -4.1527 -5.7315
H 0.9622 -2.9666 -3.8716
H 5.0450 -0.8704 1.3975
H 5.3066 0.7345 3.2709
H 3.3359 2.1155 3.9599
H 1.1994 1.8203 2.7320
C -2.0695 4.0001 4.0422
O -2.1802 2.6059 3.8390
C -1.2034 1.8079 4.3819
C -0.1440 2.2775 5.1357
C 0.7863 1.3758 5.6551
C 0.6401 0.0232 5.4118
C -0.4292 -0.4542 4.6637
C -1.3727 0.4247 4.1442
N -2.5033 0.0347 3.4505
C -2.9429 -1.2326 3.1077
C -2.2191 -2.3454 2.6118
C -2.8673 -3.6049 2.6595
C -2.2828 -4.7550 2.1813
C -1.0027 -4.6926 1.6282
C -0.3477 -3.4766 1.5433
C -0.9299 -2.2866 1.9951
O -0.3096 -1.1369 1.8320
H -2.1167 4.2526 5.1044
H -2.9116 4.4521 3.5241
H -1.1385 4.3899 3.6207
H -0.0369 3.3344 5.3333
H 1.6107 1.7416 6.2536
H 1.3593 -0.6812 5.8099
H -0.5431 -1.5134 4.4842
H -3.2193 0.7424 3.4486
H -4.0097 -1.3658 3.2516
H -3.8562 -3.6506 3.1033
H -2.8109 -5.6978 2.2418
H -0.5257 -5.5880 1.2497
H 0.6315 -3.4108 1.0823
Cl -4.7079 0.7698 -0.6489
C -3.9504 2.0465 0.3015
Cl -4.8118 2.2774 1.8314
Cl -3.9115 3.5611 -0.6101
C -2.5710 1.6364 0.5757
N -1.5078 1.2498 0.7344
N 0.5621 1.1467 -1.1212
C 0.7348 1.6809 -2.2462
C 1.6754 2.8332 -2.4157
C 1.4848 3.7950 -3.4031
C 2.3452 4.8800 -3.5031
C 3.4114 5.0065 -2.6255
C 3.6108 4.0469 -1.6400
C 2.7454 2.9715 -1.5335
C 0.0219 1.1310 -3.4465
C 0.6746 0.9744 -4.6673
C 0.0336 0.3573 -5.7317
C -1.2719 -0.0928 -5.5928
C -1.9334 0.0745 -4.3840
C -1.2879 0.6775 -3.3165
H 0.6541 3.6980 -4.0911
H 2.1815 5.6271 -4.2693
H 4.0861 5.8489 -2.7085
H 4.4438 4.1393 -0.9543
H 2.8803 2.2223 -0.7627
H 1.6962 1.3182 -4.7761
H 0.5574 0.2218 -6.6696
H -1.7700 -0.5806 -6.4209
H -2.9475 -0.2864 -4.2665
H -1.7825 0.7716 -2.3589
*
```

Löwdin population analysis, charges in e, atoms 1 to 6: number 1, V, carries 0.86; number 2, C, carries -0.01; number 3, C, carries -0.25; number 4, N, carries -0.05; number 5, N, carries 0.12; number 6, C, carries -0.43

***

#x
DFT (ωB97M-V/def2-TZVPD) results for a molecular structure, C43H35Cl3N6O3V.

Summary:
Expectation value of S²: 3.818
Orbital gap (spin up / spin down): 4.803 / 6.586 eV

ORCA input file:
```
! wB97M-V def2-TZVPD RIJCOSX def2/J DEFGRID3
* xyz 0 4
V -0.1007 -0.1211 0.0439
C -1.4585 2.0240 -3.5603
C -1.1543 1.0286 -2.4940
N -0.1022 1.0141 -1.7691
N 0.8821 1.9489 -1.9198
C 1.6870 1.8856 -0.8665
O 1.5134 1.1401 0.1575
C 2.8741 2.7893 -0.8659
C 3.1951 3.5637 -1.9785
C 4.3076 4.3904 -1.9514
C 5.1045 4.4487 -0.8147
C 4.7894 3.6746 0.2936
C 3.6785 2.8447 0.2680
C -2.1135 -0.0540 -2.1622
C -3.3008 -0.2470 -2.8437
C -4.1147 -1.3182 -2.4844
C -3.7008 -2.1795 -1.4909
C -2.4952 -1.9237 -0.8506
N -1.7451 -0.8678 -1.1519
H -0.6295 2.7191 -3.6523
H -2.3685 2.5782 -3.3163
H -1.6222 1.5300 -4.5204
H 2.5682 3.5061 -2.8576
H 4.5583 4.9881 -2.8202
H 5.9760 5.0932 -0.7954
H 5.4146 3.7110 1.1781
H 3.4275 2.2198 1.1159
H -3.5858 0.4233 -3.6425
H -5.0550 -1.4761 -2.9984
H -4.2810 -3.0422 -1.1901
H -2.1242 -2.5711 -0.0623
C -1.7434 -3.2111 -3.8123
O -1.2098 -4.4353 -3.3092
C -1.1836 -4.4713 -1.9286
C -2.2964 -4.8697 -1.2168
C -2.2465 -4.9459 0.1717
C -1.0558 -4.6340 0.8166
C 0.0692 -4.2431 0.1047
C 0.0274 -4.1516 -1.2911
N 1.1004 -3.8136 -2.0981
C 2.4378 -3.6829 -1.7460
C 2.9389 -3.0321 -0.5908
C 4.2095 -3.3974 -0.0932
C 4.7519 -2.8038 1.0280
C 4.0265 -1.8137 1.6904
C 2.7887 -1.4069 1.2085
C 2.2289 -1.9800 0.0592
O 1.0934 -1.5810 -0.4845
H -2.7915 -3.0939 -3.5203
H -1.6745 -3.2561 -4.8982
H -1.1699 -2.3540 -3.4420
H -3.1946 -5.1330 -1.7668
H -3.1167 -5.2634 0.7358
H -0.9867 -4.7009 1.8989
H 0.9851 -4.0184 0.6292
H 0.9328 -4.0364 -3.0624
H 3.1408 -4.1637 -2.4169
H 4.7550 -4.1839 -0.6059
H 5.7253 -3.1138 1.3898
H 4.4308 -1.3397 2.5785
H 2.2533 -0.6131 1.7056
Cl -3.3994 4.3448 0.8789
C -1.9009 3.8549 1.6666
Cl -2.1573 3.6315 3.3985
Cl -0.6170 5.0234 1.3578
C -1.4778 2.5684 1.1013
N -1.1076 1.5881 0.6735
N -0.7007 -0.8841 1.6324
C -1.3995 -1.4118 2.5448
C -0.7641 -1.9068 3.8074
C 0.5480 -2.3733 3.7698
C 1.1642 -2.8178 4.9299
C 0.4775 -2.7957 6.1372
C -0.8310 -2.3330 6.1808
C -1.4532 -1.8983 5.0182
C -2.8745 -1.6657 2.3666
C -3.4042 -2.9279 2.6302
C -4.7395 -3.2027 2.3682
C -5.5702 -2.2106 1.8657
C -5.0580 -0.9425 1.6245
C -3.7179 -0.6775 1.8673
H 1.0808 -2.3788 2.8270
H 2.1841 -3.1823 4.8859
H 0.9610 -3.1424 7.0442
H -1.3704 -2.3120 7.1199
H -2.4765 -1.5443 5.0527
H -2.7589 -3.7022 3.0292
H -5.1334 -4.1949 2.5625
H -6.6149 -2.4210 1.6714
H -5.7043 -0.1597 1.2431
H -3.3138 0.2979 1.6627
*
```

Löwdin population analysis, charges in e, atoms 1 to 6: number 1, V, carries 0.87; number 2, C, carries -0.02; number 3, C, carries -0.26; number 4, N, carries -0.04; number 5, N, carries 0.10; number 6, C, carries -0.41

***

Which is the most stable structure? #w is the most stable.